(1)
DFT (ωB97M-V with the def2-TZVPD basis set) results for 6 unconnected molecules or ions with the total composition C20H24BrCl10F2NO4.

Structure (XYZ):
```
62
Properties=species:S:1:pos:R:3:lowdin_charge:R:1
O -8.951 1.137 2.261 -0.001
C -8.017 1.237 1.432 -0.224
C -8.087 0.633 -0.076 -0.117
C -6.649 0.989 -0.731 -0.108
C -5.567 -0.096 -0.960 -0.021
F -5.825 -1.467 -0.621 -0.006
C -4.178 0.335 -1.557 -0.102
O -3.117 -0.570 -1.771 -0.014
C -3.985 1.831 -1.879 0.044
C -5.079 2.923 -1.669 -0.045
C -6.446 2.513 -1.078 -0.460
Br -7.836 3.889 -0.760 0.736
C -4.490 4.323 -2.149 -0.267
O -5.119 5.317 -2.543 0.116
N -3.021 4.078 -2.035 -0.001
F -2.786 4.214 -0.677 -0.001
C -2.747 2.654 -2.442 -0.246
O -1.764 2.276 -3.112 0.119
H -7.063 1.807 1.758 0.135
H -8.944 1.123 -0.676 0.116
H -8.283 -0.489 -0.072 0.123
H -3.064 -1.150 -0.965 -0.016
Cl -1.985 1.021 1.581 0.594
C -2.000 -0.381 2.682 -0.643
C -1.345 -1.602 2.066 -0.629
Cl -2.304 -2.268 0.720 0.624
H -3.036 -0.580 2.961 0.073
H -1.457 -0.083 3.581 0.060
H -1.258 -2.393 2.814 0.074
H -0.347 -1.377 1.691 0.022
Cl 3.925 1.891 1.016 0.557
C 2.557 1.023 0.275 -0.663
C 1.267 1.224 1.044 -0.667
Cl 1.302 0.421 2.636 0.591
H 2.823 -0.033 0.205 0.057
H 2.447 1.414 -0.739 0.076
H 0.433 0.791 0.490 0.030
H 1.055 2.283 1.205 0.073
Cl 8.591 -0.261 -2.550 0.548
C 7.727 0.654 -1.288 -0.661
C 6.601 -0.149 -0.668 -0.658
Cl 5.260 -0.419 -1.810 0.546
H 7.361 1.582 -1.733 0.075
H 8.463 0.910 -0.524 0.002
H 6.186 0.393 0.184 0.030
H 6.948 -1.122 -0.317 0.073
Cl -5.992 -6.615 1.419 0.539
C -4.642 -6.097 0.378 -0.665
C -3.297 -6.271 1.056 -0.656
Cl -3.078 -5.139 2.414 0.524
H -4.815 -5.058 0.091 0.062
H -4.684 -6.711 -0.523 0.073
H -2.494 -6.070 0.344 0.072
H -3.168 -7.285 1.437 0.069
Cl 12.331 -0.571 0.918 0.539
C 11.868 0.394 -0.506 -0.666
C 11.713 1.865 -0.174 -0.646
Cl 10.301 2.175 0.868 0.561
H 10.946 -0.025 -0.914 0.023
H 12.658 0.263 -1.247 0.075
H 11.561 2.438 -1.091 0.075
H 12.598 2.258 0.330 0.069
```

Calculated values
LUMO: -1.5 eV
DFT total energy: -8507.61697 hartree
2S+1: 1
SMILES string: O=CCc1c(F)c(O)c2c(c1Br)C(=O)N(F)C2=O.ClCCCl.ClCCCl.ClCCCl.ClCCCl.ClCCCl
HOMO-LUMO gap: 8.06 eV

=====

(2)
DFT (ωB97M-V with the def2-TZVPD basis set) results for a molecular structure, C24H36CrN9O2.

Structure (XYZ):
```
72
Properties=species:S:1:pos:R:3:mulliken_spin:R:1
Cr 0.044 -0.194 -0.034 3.921
C -0.610 -3.356 -1.635 0.012
C -1.266 -3.103 -0.286 0.014
N -0.484 -2.243 0.634 -0.012
C 0.713 -2.904 1.218 0.023
C 2.015 -2.272 0.746 0.000
N 1.921 -0.816 0.880 -0.036
C 3.162 -0.067 0.639 0.012
C 2.881 1.425 0.811 0.047
C 2.373 2.116 -0.447 0.014
N 1.258 1.389 -1.116 -0.054
C 1.654 0.887 -2.450 0.012
C 0.603 -0.039 -3.017 0.006
N 0.511 -1.227 -2.159 0.058
C -0.558 -2.152 -2.563 0.010
H -1.173 -4.153 -2.125 0.000
H 0.398 -3.770 -1.504 -0.003
H -1.469 -4.061 0.206 0.001
H -2.223 -2.601 -0.434 -0.006
H -1.105 -2.028 1.408 -0.001
H 0.713 -3.972 0.988 0.000
H 0.647 -2.819 2.306 -0.002
H 2.211 -2.512 -0.302 -0.005
H 2.855 -2.673 1.328 0.003
H 1.614 -0.595 1.828 -0.014
H 3.522 -0.303 -0.367 -0.003
H 3.938 -0.405 1.335 -0.004
H 3.789 1.936 1.138 0.003
H 2.162 1.544 1.628 0.001
H 3.194 2.216 -1.163 -0.001
H 2.039 3.128 -0.216 -0.004
H 0.498 2.048 -1.260 0.003
H 2.594 0.341 -2.333 -0.007
H 1.860 1.717 -3.132 0.000
H 0.834 -0.292 -4.058 0.005
H -0.377 0.446 -3.017 0.008
H 1.392 -1.730 -2.228 0.000
H -0.421 -2.472 -3.603 0.003
H -1.501 -1.601 -2.516 -0.001
O -1.997 0.042 -0.432 -0.035
N -1.624 1.292 -0.495 -0.013
C -2.249 2.182 0.211 0.075
C -3.400 1.911 1.023 -0.002
N -4.323 1.698 1.673 0.030
C -1.652 3.491 0.182 -0.005
N -1.078 4.486 0.154 0.024
C -1.113 -0.386 6.784 0.001
N -1.432 -0.055 5.404 0.002
N -0.403 0.095 4.487 0.003
C -0.920 -0.028 3.214 -0.011
O -0.237 0.266 2.207 -0.075
C -2.265 -0.459 3.374 -0.001
C -2.526 -0.464 4.720 0.002
C -3.769 -0.848 5.439 0.000
C 0.757 0.880 4.776 0.003
C 2.001 0.280 4.652 -0.002
C 3.143 1.040 4.862 0.000
C 3.026 2.379 5.208 0.000
C 1.775 2.964 5.345 0.000
C 0.628 2.215 5.120 -0.001
H -0.155 0.065 7.028 0.000
H -1.057 -1.466 6.933 0.000
H -1.872 0.044 7.432 0.000
H -2.981 -0.614 2.586 0.006
H -4.562 -1.045 4.722 0.000
H -4.100 -0.048 6.102 0.000
H -3.614 -1.746 6.039 0.000
H 2.059 -0.774 4.411 -0.001
H 4.120 0.584 4.773 0.000
H 3.916 2.970 5.380 0.000
H 1.691 4.007 5.616 0.000
H -0.356 2.658 5.198 0.000
```

Calculated values
LUMO (alpha / beta): -2.0 / -2.4 eV
DFT total energy: -2623.67865 hartree
2S+1: 5
total charge: +1
⟨S²⟩: 6.0233
HOMO-LUMO gap (alpha / beta): 7.78 / 8.98 eV

=====

(3)
DFT (ωB97M-V with the def2-TZVPD basis set) results for 12 unconnected molecules or ions with the total composition C51H71F5IN2O40PS2.

Structure (XYZ):
```
173
Properties=species:S:1:pos:R:3:lowdin_charge:R:1
C 1.255 -0.242 4.467 0.049
C 1.801 -0.344 3.235 -0.117
C 0.948 -0.684 2.013 -0.226
C 1.065 0.387 0.898 -0.284
C 0.733 1.709 1.663 -0.205
N -0.597 1.684 2.246 0.070
C -0.127 0.276 -0.089 -0.133
C -0.117 -0.731 -1.254 -0.321
C -0.520 -0.029 -2.555 -0.625
I -0.605 -1.449 -4.142 0.956
C 2.445 0.466 0.165 -0.217
C 2.335 1.062 -1.261 -0.139
O 2.360 0.123 -2.305 -0.197
C 3.199 0.470 -3.385 -0.210
C 3.381 -0.778 -4.231 -0.238
C 4.038 -0.473 -5.570 -0.099
N 3.498 1.173 0.922 0.100
C 3.385 2.549 1.122 -0.494
O 2.803 3.390 0.507 0.179
F 4.022 2.949 2.242 0.141
C 4.860 0.929 0.539 -0.485
O 5.306 0.780 -0.553 0.220
F 5.644 0.895 1.607 0.179
S 3.056 -1.307 0.176 0.727
O 3.765 -1.663 -1.001 -0.190
O 3.866 -1.413 1.353 -0.208
O 1.825 -2.310 0.358 -0.206
C 1.073 -2.177 1.592 -0.464
C 1.470 -3.158 2.704 -0.173
O 2.860 -3.210 3.040 0.047
C 3.540 -4.262 2.541 -0.684
F 3.140 -5.435 3.096 0.151
F 4.840 -4.099 2.848 0.171
F 3.431 -4.385 1.203 0.164
P -0.686 -2.816 1.167 0.500
S -1.642 -3.663 2.642 0.179
H 0.664 -1.036 4.910 0.070
H 1.361 0.662 5.058 0.062
H 2.860 -0.142 3.135 0.112
H -0.063 -0.592 2.397 0.119
H 0.785 2.501 0.921 0.114
H 1.469 1.956 2.425 0.116
H -1.134 2.502 2.005 0.095
H -0.497 1.738 3.252 0.040
H -0.269 1.265 -0.518 0.114
H -1.037 0.135 0.476 0.096
H -0.875 -1.503 -1.173 0.042
H 0.811 -1.247 -1.466 0.077
H -1.531 0.343 -2.424 0.048
H 0.113 0.804 -2.824 0.037
H 3.135 1.770 -1.442 0.123
H 1.442 1.676 -1.369 0.126
H 4.188 0.788 -3.060 0.127
H 2.712 1.217 -4.019 0.131
H 2.456 -1.336 -4.321 0.049
H 4.063 -1.423 -3.682 0.107
H 4.171 -1.403 -6.112 0.070
H 3.454 0.226 -6.160 0.068
H 5.043 -0.099 -5.401 0.074
H 1.176 -4.152 2.386 0.103
H 0.945 -2.884 3.602 0.100
H -0.489 -3.645 0.046 0.019
H -1.474 -1.749 0.737 -0.021
O -2.778 -3.411 -1.064 0.083
C -3.381 -3.864 -1.991 -0.576
O -4.712 -4.072 -2.005 0.035
C -5.087 -4.400 -3.365 -0.099
C -3.791 -4.926 -3.935 -0.091
O -2.815 -4.227 -3.149 0.034
H -5.883 -5.131 -3.386 0.110
H -5.425 -3.489 -3.859 0.138
H -3.666 -6.000 -3.784 0.141
H -3.671 -4.700 -4.990 0.129
O -0.513 2.585 5.364 0.118
C -1.366 1.860 5.790 -0.578
O -1.829 1.891 7.051 0.080
C -2.984 1.036 7.111 -0.089
C -2.749 0.094 5.953 -0.085
O -1.971 0.912 5.062 0.053
H -3.037 0.525 8.068 0.114
H -3.879 1.646 6.979 0.141
H -2.160 -0.781 6.234 0.137
H -3.665 -0.235 5.476 0.132
O -8.337 -7.762 -1.659 0.173
C -7.577 -7.301 -0.878 -0.570
O -7.911 -6.868 0.364 0.061
C -6.704 -6.598 1.085 -0.113
C -5.717 -6.342 -0.032 -0.119
O -6.248 -7.130 -1.103 0.055
H -6.832 -5.744 1.745 0.131
H -6.445 -7.473 1.683 0.133
H -5.694 -5.300 -0.340 0.108
H -4.707 -6.659 0.217 0.139
O 2.620 6.177 9.554 0.166
C 2.440 5.725 8.474 -0.574
O 1.514 4.783 8.176 0.063
C 1.440 4.663 6.750 -0.121
C 2.799 5.168 6.317 -0.120
O 3.137 6.082 7.365 0.056
H 1.253 3.637 6.457 0.105
H 0.625 5.288 6.384 0.136
H 3.549 4.376 6.284 0.132
H 2.777 5.676 5.356 0.129
O 7.494 8.281 0.181 0.177
C 7.045 7.231 0.490 -0.563
O 5.877 6.721 0.023 0.069
C 5.791 5.355 0.439 -0.115
C 6.691 5.330 1.652 -0.124
O 7.631 6.369 1.365 0.039
H 4.765 5.081 0.670 0.110
H 6.157 4.716 -0.369 0.138
H 6.160 5.579 2.573 0.140
H 7.195 4.375 1.782 0.125
O -4.794 0.705 2.913 0.159
C -5.054 0.027 1.975 -0.573
O -6.005 -0.936 1.964 0.065
C -6.187 -1.365 0.611 -0.107
C -4.864 -1.001 -0.022 -0.114
O -4.442 0.116 0.772 0.056
H -6.400 -2.430 0.567 0.127
H -7.026 -0.817 0.179 0.134
H -4.125 -1.798 0.064 0.106
H -4.958 -0.717 -1.068 0.137
O -3.745 -0.710 -6.878 0.143
C -2.834 -0.490 -7.607 -0.591
O -1.681 -1.202 -7.629 0.001
C -0.933 -0.797 -8.782 -0.109
C -1.473 0.588 -9.051 -0.112
O -2.808 0.499 -8.530 0.067
H 0.133 -0.806 -8.571 0.133
H -1.139 -1.493 -9.598 0.132
H -0.932 1.360 -8.502 0.133
H -1.481 0.846 -10.105 0.104
O 10.142 1.913 5.115 0.176
C 10.314 2.811 4.365 -0.567
O 9.321 3.552 3.805 0.052
C 9.924 4.672 3.151 -0.123
C 11.328 4.182 2.883 -0.114
O 11.530 3.246 3.945 0.061
H 9.388 4.927 2.243 0.106
H 9.904 5.529 3.827 0.140
H 11.414 3.659 1.928 0.133
H 12.070 4.975 2.918 0.133
O -6.583 -5.585 -5.467 0.165
C -6.408 -5.170 -6.566 -0.558
O -5.711 -4.043 -6.842 0.053
C -5.513 -3.978 -8.257 -0.111
C -6.652 -4.828 -8.777 -0.108
O -6.870 -5.744 -7.696 0.075
H -5.551 -2.948 -8.603 0.133
H -4.534 -4.397 -8.496 0.135
H -7.565 -4.252 -8.938 0.135
H -6.405 -5.362 -9.690 0.133
O -5.204 -1.658 9.106 0.171
C -4.505 -1.375 10.019 -0.577
O -4.928 -1.187 11.290 0.066
C -3.776 -1.086 12.133 -0.115
C -2.704 -0.636 11.164 -0.115
O -3.161 -1.191 9.925 0.035
H -3.949 -0.375 12.937 0.133
H -3.567 -2.066 12.564 0.134
H -2.655 0.450 11.068 0.134
H -1.717 -1.015 11.414 0.134
O -1.345 2.359 -11.591 0.155
C -1.068 3.446 -11.203 -0.562
O -0.338 3.697 -10.089 0.053
C -0.020 5.094 -10.074 -0.111
C -1.121 5.682 -10.930 -0.111
O -1.438 4.595 -11.807 0.072
H -0.019 5.477 -9.057 0.133
H 0.970 5.234 -10.509 0.134
H -2.010 5.938 -10.353 0.135
H -0.802 6.552 -11.497 0.134
```

Calculated values
LUMO: -0.1 eV
DFT total energy: -7039.82342 hartree
2S+1: 1
SMILES string: C=C[C@H]1[C@](CN)(CCCI)[C@@](COCCC)(N(C(=O)F)C(=O)F)S(=O)(=O)O[C@]1(COC(F)(F)F)[PH2]=S.O=C1OCCO1.O=C1OCCO1.O=C1OCCO1.O=C1OCCO1.O=C1OCCO1.O=C1OCCO1.O=C1OCCO1.O=C1OCCO1.O=C1OCCO1.O=C1OCCO1.O=C1OCCO1
HOMO-LUMO gap: 8.61 eV

=====

(4)
DFT (ωB97M-V with the def2-TZVPD basis set) results for C2H5N2P in the gas phase.

Structure (XYZ):
```
10
Properties=species:S:1:pos:R:3:lowdin_charge:R:1
H 3.328 0.426 -0.121 0.013
N 2.538 -0.073 0.065 0.128
C 1.449 0.537 0.062 -0.289
C 0.185 -0.135 0.303 -0.140
N -0.995 0.619 -0.086 -0.345
P -2.596 0.097 0.083 0.694
H 1.216 1.516 -0.364 0.107
H 0.095 -1.265 0.474 0.116
H -2.839 -0.556 -1.086 -0.150
H -2.381 -1.166 0.670 -0.136
```

Calculated values
LUMO (alpha / beta): -0.9 / -0.9 eV
DFT total energy: -529.96516 hartree
2S+1: 1
SMILES string: [H]/N=C/C=N/P
energy above the lowest of the compared OMol25 structures with the same formula, charge and spin: 202.6 kJ/mol
HOMO-LUMO gap (alpha / beta): 8.39 / 8.39 eV

=====

Copy entry 2 word for word.
DFT (ωB97M-V with the def2-TZVPD basis set) results for a molecular structure, C24H36CrN9O2.

Structure (XYZ):
```
72
Properties=species:S:1:pos:R:3:mulliken_spin:R:1
Cr 0.044 -0.194 -0.034 3.921
C -0.610 -3.356 -1.635 0.012
C -1.266 -3.103 -0.286 0.014
N -0.484 -2.243 0.634 -0.012
C 0.713 -2.904 1.218 0.023
C 2.015 -2.272 0.746 0.000
N 1.921 -0.816 0.880 -0.036
C 3.162 -0.067 0.639 0.012
C 2.881 1.425 0.811 0.047
C 2.373 2.116 -0.447 0.014
N 1.258 1.389 -1.116 -0.054
C 1.654 0.887 -2.450 0.012
C 0.603 -0.039 -3.017 0.006
N 0.511 -1.227 -2.159 0.058
C -0.558 -2.152 -2.563 0.010
H -1.173 -4.153 -2.125 0.000
H 0.398 -3.770 -1.504 -0.003
H -1.469 -4.061 0.206 0.001
H -2.223 -2.601 -0.434 -0.006
H -1.105 -2.028 1.408 -0.001
H 0.713 -3.972 0.988 0.000
H 0.647 -2.819 2.306 -0.002
H 2.211 -2.512 -0.302 -0.005
H 2.855 -2.673 1.328 0.003
H 1.614 -0.595 1.828 -0.014
H 3.522 -0.303 -0.367 -0.003
H 3.938 -0.405 1.335 -0.004
H 3.789 1.936 1.138 0.003
H 2.162 1.544 1.628 0.001
H 3.194 2.216 -1.163 -0.001
H 2.039 3.128 -0.216 -0.004
H 0.498 2.048 -1.260 0.003
H 2.594 0.341 -2.333 -0.007
H 1.860 1.717 -3.132 0.000
H 0.834 -0.292 -4.058 0.005
H -0.377 0.446 -3.017 0.008
H 1.392 -1.730 -2.228 0.000
H -0.421 -2.472 -3.603 0.003
H -1.501 -1.601 -2.516 -0.001
O -1.997 0.042 -0.432 -0.035
N -1.624 1.292 -0.495 -0.013
C -2.249 2.182 0.211 0.075
C -3.400 1.911 1.023 -0.002
N -4.323 1.698 1.673 0.030
C -1.652 3.491 0.182 -0.005
N -1.078 4.486 0.154 0.024
C -1.113 -0.386 6.784 0.001
N -1.432 -0.055 5.404 0.002
N -0.403 0.095 4.487 0.003
C -0.920 -0.028 3.214 -0.011
O -0.237 0.266 2.207 -0.075
C -2.265 -0.459 3.374 -0.001
C -2.526 -0.464 4.720 0.002
C -3.769 -0.848 5.439 0.000
C 0.757 0.880 4.776 0.003
C 2.001 0.280 4.652 -0.002
C 3.143 1.040 4.862 0.000
C 3.026 2.379 5.208 0.000
C 1.775 2.964 5.345 0.000
C 0.628 2.215 5.120 -0.001
H -0.155 0.065 7.028 0.000
H -1.057 -1.466 6.933 0.000
H -1.872 0.044 7.432 0.000
H -2.981 -0.614 2.586 0.006
H -4.562 -1.045 4.722 0.000
H -4.100 -0.048 6.102 0.000
H -3.614 -1.746 6.039 0.000
H 2.059 -0.774 4.411 -0.001
H 4.120 0.584 4.773 0.000
H 3.916 2.970 5.380 0.000
H 1.691 4.007 5.616 0.000
H -0.356 2.658 5.198 0.000
```

Calculated values
LUMO (alpha / beta): -2.0 / -2.4 eV
DFT total energy: -2623.67865 hartree
2S+1: 5
total charge: +1
⟨S²⟩: 6.0233
HOMO-LUMO gap (alpha / beta): 7.78 / 8.98 eV

=====

- 2S+1 of number 3 (C51H71F5IN2O40PS2)?
  1